# 1
Formula: C2H4BrNO
Source: the OMol25 dataset
Level of theory: ωB97M-V with the def2-TZVPD basis set

XYZ file:
```
9
C2H4BrNO | the OMol25 dataset | ωB97M-V with the def2-TZVPD basis set
C 0.77489 0.63032 1.41145
C -1.02903 0.32862 -1.22924
N 1.84123 0.17568 1.40631
O -1.06029 0.06349 -2.38542
Br -1.43333 -2.60120 1.87033
H -0.24145 0.02102 -0.48613
H -1.95987 0.77492 -0.88600
H 2.60324 -0.42596 1.55078
H -0.99297 -3.91804 1.82709
```

The calculation puts the largest force on an atom at 2.04 eV/A. The value obtained for the LUMO energy is 0.0232 Ha. For the relative energy (zero: lowest compared OMol25 entry of this formula, charge and spin), the calculation gives 292.7 kJ/mol. The total charge is 0. Its gap between HOMO and LUMO is 0.378 Ha.

Mulliken population analysis, charges in e, atoms 1 to 4: -0.1354 0.1247 -0.1475 -0.4140

=====

# 2
Formula: C36H61F4O7P
Source: the OMol25 dataset
Level of theory: ωB97M-V with the def2-TZVPD basis set

XYZ file:
```
109
C36H61F4O7P | the OMol25 dataset | ωB97M-V with the def2-TZVPD basis set
C -0.92421 -5.99235 -0.51543
C -2.31382 -6.19838 -1.19447
O -2.94983 -7.17509 -0.88458
O -2.85435 -5.36314 -2.16903
C -3.25319 -4.06909 -1.59743
C -2.90385 -2.97617 -2.66832
P -2.72109 -1.17603 -2.05545
F -2.61405 0.51415 -1.65361
C -3.77816 -1.42140 -0.52840
C -4.19748 -0.06353 0.21054
C -5.19795 -0.49805 1.35434
F -6.48940 0.01011 1.31042
C -4.90625 -1.35582 2.34968
F -3.63353 -1.67800 2.68438
F -5.95797 -1.87452 3.06721
C -0.85477 -1.19044 -2.15577
C -0.13020 -2.26026 -1.25094
C 0.71175 -1.66212 -0.08133
C 1.97934 -0.95899 -0.23883
C 2.67453 -0.49288 0.96959
C 2.14411 -0.72218 2.31589
C 0.86658 -1.41111 2.47120
C 0.18248 -1.86917 1.27645
H -1.06314 -5.46009 0.46055
H -0.16825 -5.46560 -1.15329
H -0.49796 -7.00040 -0.25693
H -2.71736 -3.97977 -0.62041
H -4.35824 -4.10157 -1.41813
H -3.70842 -2.99516 -3.44778
H -1.95084 -3.27201 -3.19466
H -3.41331 -0.76219 -3.24330
H -4.76475 -1.90933 -0.77020
H -3.21250 -1.99595 0.25973
H -3.34469 0.42577 0.73376
H -4.79266 0.61525 -0.44449
H -0.59558 -1.42294 -3.23064
H -0.47489 -0.14629 -1.99136
H 0.60734 -2.80076 -1.91521
H -0.78695 -3.05240 -0.81940
H 2.40014 -0.78774 -1.25329
H 3.65437 0.02812 0.83546
H 2.71404 -0.38231 3.20624
H 0.46137 -1.60406 3.49062
H -0.79563 -2.40582 1.38606
C 5.40621 1.14281 -3.95325
C 5.31130 -0.25329 -4.53877
C 5.42313 -1.12350 -3.29897
O 4.85639 -0.37554 -2.21511
C 4.66070 0.98193 -2.64101
H 4.98352 1.91406 -4.58979
H 6.45063 1.39418 -3.76116
H 4.33197 -0.39366 -5.00698
H 6.07862 -0.47122 -5.28227
H 6.46969 -1.33193 -3.05259
H 4.89475 -2.07352 -3.40347
H 3.58389 1.14009 -2.77421
H 5.01931 1.66393 -1.86755
C 7.62724 4.73209 -6.88159
C 6.94429 5.57566 -5.82284
C 5.97860 4.58038 -5.20381
O 6.58807 3.28586 -5.31631
C 7.71652 3.38001 -6.19653
H 8.59926 5.11766 -7.19075
H 6.98980 4.66058 -7.76834
H 7.67369 5.89858 -5.08088
H 6.44779 6.46086 -6.21913
H 5.02902 4.55344 -5.75063
H 5.76915 4.79646 -4.15387
H 8.62445 3.30274 -5.58824
H 7.69982 2.54835 -6.90383
C -6.19312 -4.89550 6.56397
C -5.51073 -3.91622 5.62876
C -5.01273 -2.85596 6.59426
O -4.74238 -3.52144 7.83530
C -5.29327 -4.84374 7.78547
H -6.29332 -5.89997 6.15160
H -7.19176 -4.52932 6.81977
H -4.66275 -4.40273 5.13713
H -6.16643 -3.51495 4.85745
H -5.77957 -2.09573 6.78012
H -4.10788 -2.35756 6.24100
H -4.46189 -5.55145 7.69612
H -5.82973 -5.05322 8.71300
C 9.59995 9.91412 -4.44787
C 8.25732 9.94394 -3.74302
C 7.42852 9.01003 -4.60682
O 8.33191 8.03929 -5.15234
C 9.67849 8.47056 -4.91116
H 10.43702 10.20294 -3.81186
H 9.58044 10.58397 -5.31253
H 8.35814 9.53030 -2.73535
H 7.82601 10.94173 -3.65986
H 6.96638 9.54633 -5.44253
H 6.64323 8.50269 -4.04244
H 10.10335 7.82678 -4.13321
H 10.26956 8.35272 -5.82116
C -9.05027 -2.79849 8.88117
C -9.47299 -2.83822 7.42510
C -10.87371 -2.25599 7.48721
O -10.88805 -1.33269 8.58265
C -9.69548 -1.50938 9.35808
H -7.96912 -2.81302 9.02665
H -9.47850 -3.65188 9.41554
H -8.82354 -2.18622 6.83264
H -9.44584 -3.83620 6.98635
H -11.61839 -3.03277 7.69191
H -11.15499 -1.73868 6.56803
H -9.04421 -0.64813 9.17377
H -9.94823 -1.53318 10.41957
```

The calculation puts the largest force on an atom at 2.50 eV/A. The value obtained for the LUMO energy is 0.0153 Ha. The total charge is 0. As for the SMILES: CC(=O)OCC[PH](F)(CCC(F)=C(F)F)CCc1ccccc1.C1CCOC1.C1CCOC1.C1CCOC1.C1CCOC1.C1CCOC1. Its gap between HOMO and LUMO is 0.346 Ha.

Mulliken population analysis, charges in e, atoms 1 to 4: -0.7498 0.5621 -0.5329 -0.3456

=====

# 3
Formula: C4H12
Source: the OMol25 dataset
Level of theory: ωB97M-V with the def2-TZVPD basis set

XYZ file:
```
16
C4H12 | the OMol25 dataset | ωB97M-V with the def2-TZVPD basis set
C -1.84000 0.79641 0.70575
C -1.75261 1.85573 1.79987
H -2.11212 1.31914 -0.21599
H -0.92071 0.25053 0.51941
H -2.61347 0.06402 0.91047
H -1.08774 2.64850 1.46419
H -2.73730 2.30001 1.95900
H -1.40391 1.47070 2.75936
C 2.45300 -0.93211 -1.29297
C 1.14838 -1.69833 -1.24026
H 2.47816 -0.14060 -2.04769
H 2.67676 -0.54213 -0.29295
H 3.31615 -1.56664 -1.47632
H 0.31628 -1.02679 -1.06426
H 0.92664 -2.38200 -2.06285
H 1.15249 -2.41644 -0.42477
```

The calculation puts the largest force on an atom at 0.81 eV/A. The value obtained for the LUMO energy is 0.0401 Ha. For the relative energy (zero: lowest compared OMol25 entry of this formula, charge and spin), the calculation gives 14.9 kJ/mol. The total charge is 0. As for the SMILES: CC.CC. Its gap between HOMO and LUMO is 0.471 Ha.

Mulliken population analysis, charges in e, atoms 1 to 4: -0.6163 -0.8676 0.2735 0.0802

=====

# 4
Formula: C3H4O3S
Source: the OMol25 dataset
Level of theory: ωB97M-V with the def2-TZVPD basis set

XYZ file:
```
11
C3H4O3S | the OMol25 dataset | ωB97M-V with the def2-TZVPD basis set
C -0.00828 -0.26328 0.13731
C -1.20291 -0.42579 0.53162
C 1.14059 -1.10816 -0.22360
O 0.53289 1.92561 -1.11294
O -0.64449 2.86548 0.48138
O -1.95231 0.65917 0.48683
S -0.35320 1.59444 -0.01960
H -1.77997 -1.34601 0.67278
H 0.88976 -1.87636 -0.90450
H 1.61511 -1.63171 0.65267
H 1.76281 -0.39339 -0.70197
```

The calculation puts the largest force on an atom at 5.09 eV/A. The value obtained for the LUMO energy is -0.0180 Ha. For the relative energy (zero: lowest compared OMol25 entry of this formula, charge and spin), the calculation gives 553.1 kJ/mol. The total charge is 0. Its gap between HOMO and LUMO is 0.344 Ha.

Mulliken population analysis, charges in e, atoms 1 to 4: 0.2147 0.0073 -1.0814 -0.5308